{"formula": "C6H10N2S", "method": "ωB97M-V/def2-TZVPD", "e_above_lowest_ev": 2.4065, "orbital_gap_ha": 0.29250, "total_energy_ev": -20196.4561, "smiles": "CC1=NC=CN(S)[C@H]1C", "homo_ev": -7.42, "species": ["C", "C", "N", "C", "C", "N", "S", "C", "C", "H", "H", "H", "H", "H", "H", "H", "H", "H", "H"], "xyz": [[2.397, -0.363, 0.776], [1.145, 0.265, 0.203], [1.026, 1.495, -0.085], [-0.235, 2.106, -0.386], [-1.401, 1.474, -0.142], [-1.508, 0.218, 0.172], [-3.131, -0.475, 0.415], [-0.137, -0.606, 0.232], [-0.060, -1.424, -1.059], [2.039, -1.412, 1.151], [2.913, 0.229, 1.648], [3.036, -0.422, -0.134], [-0.182, 3.098, -0.875], [-2.301, 2.104, -0.426], [-3.269, 0.006, 1.574], [-0.084, -1.283, 1.143], [0.175, -0.844, -1.951], [-1.104, -1.820, -1.439], [0.680, -2.348, -0.816]], "forces_ev_per_a": [[-0.2, -0.7, 0.5], [-2.5, 1.4, 1.9], [0.4, 0.7, -0.4], [1.3, -0.3, -0.1], [-0.5, 4.5, -2.4], [0.5, -4.1, 1.6], [2.5, -0.4, -2.4], [-1.3, -0.5, -0.5], [-1.1, -3.1, -0.1], [1.3, 1.7, -0.7], [-1.1, -1.0, -1.9], [0.2, -0.4, 1.1], [-0.1, -0.8, 0.8], [0.8, -1.3, 0.7], [-0.5, 0.8, 2.5], [-0.6, 0.9, -1.0], [0.9, 0.2, 0.4], [1.8, 0.2, 1.4], [-1.7, 2.1, -1.2]]}

***

{"formula": "C3H10O3", "method": "ωB97M-V/def2-TZVPD", "e_above_lowest_ev": 0.3798, "orbital_gap_ha": 0.39167, "total_energy_ev": -9415.1531, "smiles": "CCC=O.O.O", "homo_ev": -10.01, "species": ["C", "C", "C", "O", "H", "H", "H", "H", "H", "H", "O", "H", "H", "O", "H", "H"], "xyz": [[-0.533, -0.465, -1.729], [-1.858, 0.209, -1.430], [-1.741, 1.471, -0.608], [-1.368, 1.523, 0.531], [0.127, 0.167, -2.319], [-0.670, -1.415, -2.252], [0.040, -0.748, -0.852], [-2.367, 0.474, -2.362], [-2.502, -0.476, -0.864], [-2.052, 2.415, -1.104], [2.807, -3.135, 2.287], [3.095, -2.989, 3.191], [2.336, -2.339, 2.028], [1.614, 0.898, 0.398], [2.073, 1.515, 0.984], [0.824, 0.635, 0.893]], "forces_ev_per_a": [[0.6, -0.5, -0.1], [-0.3, 0.0, 0.1], [-0.2, 0.3, -0.4], [0.3, -0.3, 0.5], [0.0, 0.0, -0.1], [-0.2, 0.2, -0.2], [-0.1, 0.2, 0.4], [0.0, -0.1, 0.1], [0.0, 0.1, -0.1], [0.0, -0.1, -0.1], [0.0, -0.2, -0.1], [0.0, 0.1, 0.1], [0.0, 0.1, 0.0], [0.1, 0.0, 0.4], [-0.1, -0.2, -0.2], [0.0, 0.3, -0.2]]}